(1)
# C4H7NO2

A single C4H7NO2 molecule (wB97M-V/def2-TZVPD, the OMol25 dataset).

```
14
Properties=species:S:1:pos:R:3:lowdin_charge:R:1
O -0.355 0.175 1.903 -0.02
C 0.363 0.332 0.694 -0.31
C 1.146 -0.933 0.296 -0.12
N 0.687 -1.261 -1.070 0.00
C -1.209 1.616 -0.865 0.09
C -0.537 0.528 -0.506 -0.34
O -0.624 -0.654 -1.183 -0.06
H -1.113 -0.398 1.721 0.10
H 1.017 1.192 0.856 0.15
H 2.223 -0.757 0.259 0.12
H 0.938 -1.720 1.031 0.12
H 0.455 -2.250 -1.132 0.12
H -1.835 1.620 -1.751 0.07
H -1.156 2.510 -0.254 0.07
```

Results
* net charge: 0
* SMILES: C=C1ONC[C@@H]1O
* E_HOMO: -8.66 eV
* HOMO-LUMO gap: 9.5 eV
* energy above the lowest of the compared OMol25 structures with the same formula, charge and spin: 78.3 kcal per mole



(2)
# C4H7NO2

3 unconnected molecules or ions with the total composition C4H7NO2 in a non-equilibrium geometry (wB97M-V/def2-TZVPD, the OMol25 dataset).

```
14
Properties=species:S:1:pos:R:3:lowdin_charge:R:1
O 2.279 -0.109 -0.174 -0.04
C 1.244 0.540 0.453 -0.35
C 0.730 1.612 -0.134 -0.02
N -1.763 0.598 -0.328 0.01
C -1.926 -0.576 -0.774 -0.23
C 0.115 -1.655 -0.030 0.02
O 0.501 -2.723 0.046 0.13
H 2.273 -1.063 -0.042 0.06
H 0.944 0.235 1.459 0.12
H 0.172 2.347 0.430 0.06
H 0.988 1.813 -1.169 0.07
H -1.463 1.213 -1.085 0.04
H -1.789 -0.887 -1.818 0.08
H -2.266 -1.362 -0.094 0.06
```

Results
* net charge: 0
* E_HOMO: -8.94 eV
* HOMO-LUMO gap: 9.7 eV
* energy above the lowest of the compared OMol25 structures with the same formula, charge and spin: 90.0 kcal per mole



(3)
# C4H7NO2

A single C4H7NO2 molecule in a non-equilibrium geometry (wB97M-V/def2-TZVPD, the OMol25 dataset).

```
14
Properties=species:S:1:pos:R:3:lowdin_charge:R:1
O 3.008 0.062 -1.084 0.09
C 1.859 -0.218 -0.950 -0.33
N 1.149 -0.390 0.267 -0.02
C 0.214 0.582 0.758 -0.17
C -1.396 -0.082 0.827 -0.04
C -1.344 0.048 -0.647 -0.38
O -1.246 -0.896 -1.395 0.04
H 1.455 -0.857 -1.773 0.13
H 0.859 -1.353 0.330 0.12
H 0.488 0.931 1.764 0.11
H 0.194 1.535 0.230 0.12
H -1.536 -1.026 1.338 0.11
H -1.815 0.748 1.392 0.10
H -1.889 0.918 -1.057 0.14
```

Results
* net charge: 0
* SMILES: O=CCCNC=O
* E_HOMO: -9.35 eV
* HOMO-LUMO gap: 9.9 eV
* energy above the lowest of the compared OMol25 structures with the same formula, charge and spin: 84.2 kcal per mole



(4)
# C4H7NO2

2 unconnected molecules or ions with the total composition C4H7NO2 (wB97M-V/def2-TZVPD, the OMol25 dataset).

```
14
Properties=species:S:1:pos:R:3:lowdin_charge:R:1
O 2.084 0.193 -1.154 -0.09
C 0.429 0.129 0.788 -0.04
C -0.352 1.341 0.486 -0.15
N -0.501 0.444 -0.621 0.01
C -1.434 -0.624 -0.193 -0.08
C -0.271 -1.147 0.624 -0.42
O 0.211 -2.257 0.676 0.08
H 2.164 -0.741 -0.920 0.04
H 1.487 0.161 1.036 0.14
H -1.215 1.598 1.088 0.12
H 0.285 2.181 0.203 0.13
H 1.142 0.276 -1.399 0.01
H -1.737 -1.294 -0.995 0.13
H -2.293 -0.261 0.382 0.12
```

Results
* net charge: 0
* SMILES: O=C1CN2C[C@@H]12.O
* E_HOMO: -9.91 eV
* HOMO-LUMO gap: 10.4 eV
* energy above the lowest of the compared OMol25 structures with the same formula, charge and spin: 87.4 kcal per mole



(5)
# C4H7NO2

A single C4H7NO2 molecule (wB97M-V/def2-TZVPD, the OMol25 dataset).

```
14
Properties=species:S:1:pos:R:3:lowdin_charge:R:1
O 2.067 1.611 -0.162 -0.06
N 1.761 0.344 -0.657 0.04
C 0.560 0.006 -0.441 -0.26
C 0.011 -1.392 -0.453 -0.10
C -1.358 -0.843 0.006 -0.10
C -0.731 0.567 0.171 -0.31
O -0.698 0.946 1.521 0.00
H 3.007 1.681 -0.379 0.09
H 0.540 -1.810 0.408 0.12
H 0.097 -2.048 -1.322 0.11
H -1.730 -1.285 0.935 0.11
H -2.154 -0.877 -0.740 0.11
H -1.176 1.334 -0.482 0.15
H -0.195 1.766 1.597 0.10
```

Results
* net charge: 0
* SMILES: O/N=C1/CC[C@H]1O
* E_HOMO: -9.60 eV
* HOMO-LUMO gap: 10.5 eV
* energy above the lowest of the compared OMol25 structures with the same formula, charge and spin: 81.4 kcal per mole



(6)
# C4H7NO2

3 unconnected molecules or ions with the total composition C4H7NO2 in a non-equilibrium geometry (wB97M-V/def2-TZVPD, the OMol25 dataset).

```
14
Properties=species:S:1:pos:R:3:lowdin_charge:R:1
C -2.426 -0.256 -0.330 -0.07
C -1.482 0.732 -0.847 -0.26
N -0.737 1.515 -1.258 0.14
O 0.140 -0.841 1.346 -0.03
C 1.253 -1.300 1.228 -0.15
C 2.025 1.115 -0.485 -0.15
O 2.766 0.175 -0.314 -0.04
H -2.029 -0.663 0.602 0.06
H -3.398 0.212 -0.159 0.08
H -2.541 -1.067 -1.053 0.09
H 1.288 1.425 0.276 0.07
H 2.059 -1.063 1.942 0.09
H 1.522 -1.992 0.410 0.09
H 2.028 1.699 -1.421 0.08
```

Results
* net charge: 0
* SMILES: CC#N.C=O.C=O
* E_HOMO: -10.08 eV
* HOMO-LUMO gap: 10.9 eV
* energy above the lowest of the compared OMol25 structures with the same formula, charge and spin: 60.8 kcal per mole



(7)
# C4H7NO2

A molecular structure, C4H7NO2 (wB97M-V/def2-TZVPD, the OMol25 dataset).

```
14
Properties=species:S:1:pos:R:3:lowdin_charge:R:1
C -2.269 -0.925 0.195 -0.12
N -0.917 -1.333 0.501 0.03
C 0.103 -0.705 0.212 -0.22
C 1.474 -0.782 0.074 -0.09
O 2.120 0.516 0.086 -0.04
C 0.922 1.528 -0.438 -0.21
O -0.154 1.073 0.098 -0.08
H -2.762 -1.665 -0.442 0.07
H -2.850 -0.865 1.123 0.08
H -2.315 0.051 -0.298 0.07
H 2.001 -1.486 -0.552 0.09
H 2.273 0.747 1.016 0.15
H 1.100 1.345 -1.508 0.13
H 1.274 2.501 -0.066 0.13
```

Results
* net charge: 0
* E_HOMO: -7.75 eV
* HOMO-LUMO gap: 8.3 eV
* energy above the lowest of the compared OMol25 structures with the same formula, charge and spin: 120.5 kcal per mole



(8)
# C4H7NO2

2 unconnected molecules or ions with the total composition C4H7NO2 in a non-equilibrium geometry (wB97M-V/def2-TZVPD, the OMol25 dataset).

```
14
Properties=species:S:1:pos:R:3:lowdin_charge:R:1
C 0.016 -1.713 -0.946 -0.19
C 3.503 -1.756 -1.195 0.00
C -0.624 1.372 0.960 -0.01
C -0.073 0.339 0.035 -0.42
N -0.592 -0.785 -0.111 0.04
O 3.951 -1.055 -0.437 0.03
O 1.159 0.729 -0.600 -0.02
H 0.906 -1.482 -1.645 0.07
H 0.659 -2.458 -0.469 0.06
H -0.762 -2.316 -1.485 0.09
H -1.656 1.326 1.256 0.08
H -0.413 2.236 0.338 0.08
H 0.009 1.474 1.779 0.06
H 1.839 1.144 -0.016 0.12
```

Results
* net charge: 0
* E_HOMO: -9.85 eV
* HOMO-LUMO gap: 10.5 eV
* energy above the lowest of the compared OMol25 structures with the same formula, charge and spin: 52.6 kcal per mole



(9)
# C4H7NO2

A single C4H7NO2 molecule (wB97M-V/def2-TZVPD, the OMol25 dataset).

```
14
Properties=species:S:1:pos:R:3:lowdin_charge:R:1
C -1.018 -1.130 0.477 -0.06
C -0.527 0.047 -0.375 -0.23
C -1.050 1.396 0.136 -0.27
O -1.777 1.530 1.084 0.07
C 0.989 0.317 -0.142 -0.47
O 1.189 1.222 0.664 0.04
N 2.098 -0.342 -0.584 0.17
H -0.509 -1.128 1.443 0.09
H -2.093 -1.059 0.680 0.08
H -0.829 -2.082 -0.029 0.08
H -0.927 -0.057 -1.397 0.14
H -0.704 2.252 -0.478 0.13
H 2.225 -1.012 -1.323 0.10
H 2.932 0.045 -0.156 0.11
```

Results
* net charge: 0
* SMILES: C[C@@H](C=O)C(N)=O
* E_HOMO: -9.61 eV
* HOMO-LUMO gap: 10.3 eV
* energy above the lowest of the compared OMol25 structures with the same formula, charge and spin: 23.4 kcal per mole



(10)
# C4H7NO2

A single C4H7NO2 molecule (wB97M-V/def2-TZVPD, the OMol25 dataset).

```
14
Properties=species:S:1:pos:R:3:lowdin_charge:R:1
C -1.004 -1.125 0.843 -0.05
C -0.322 -0.206 -0.159 -0.26
C -1.025 1.146 -0.257 -0.22
O -2.118 1.366 0.197 0.07
C 1.144 0.047 0.202 -0.53
O 1.533 0.077 1.353 0.07
N 1.962 0.317 -0.857 0.17
H -0.849 -0.743 1.856 0.09
H -2.078 -1.171 0.649 0.08
H -0.587 -2.135 0.793 0.09
H -0.368 -0.631 -1.176 0.15
H -0.462 1.936 -0.799 0.13
H 1.696 0.101 -1.804 0.10
H 2.943 0.449 -0.661 0.11
```

Results
* net charge: 0
* SMILES: C[C@@H](C=O)C(N)=O
* E_HOMO: -10.04 eV
* HOMO-LUMO gap: 10.7 eV
* energy above the lowest of the compared OMol25 structures with the same formula, charge and spin: 11.0 kcal per mole



(11)
# C4H7NO2

2 unconnected molecules or ions with the total composition C4H7NO2 in a non-equilibrium geometry (wB97M-V/def2-TZVPD, the OMol25 dataset).

```
14
Properties=species:S:1:pos:R:3:lowdin_charge:R:1
O -1.413 0.132 1.510 -0.12
C -2.202 -0.277 0.580 -0.47
N -1.883 -0.250 -0.667 0.04
C 0.877 0.322 0.685 0.02
C 0.783 0.694 -0.766 0.04
C 1.991 -0.271 -0.268 -0.38
O 3.166 0.008 -0.138 0.15
H -3.036 -0.890 0.967 0.12
H -2.652 -0.658 -1.193 0.03
H 1.302 1.090 1.315 0.13
H -0.079 -0.238 0.929 0.08
H 1.072 1.663 -1.143 0.12
H 0.210 0.027 -1.397 0.10
H 1.862 -1.351 -0.415 0.15
```

Results
* net charge: 0
* E_HOMO: -8.97 eV
* HOMO-LUMO gap: 5.8 eV
* energy above the lowest of the compared OMol25 structures with the same formula, charge and spin: 164.2 kcal per mole



(12)
# C4H7NO2

2 unconnected molecules or ions with the total composition C4H7NO2 in a non-equilibrium geometry (wB97M-V/def2-TZVPD, the OMol25 dataset).

```
14
Properties=species:S:1:pos:R:3:lowdin_charge:R:1
C 0.198 1.077 -1.930 -0.05
C -0.843 -0.910 -1.225 -0.40
O -0.973 0.260 -1.805 -0.05
O 0.158 -1.409 -0.804 0.05
H -1.837 -1.410 -1.216 0.15
H 0.162 1.539 -2.904 0.09
H 1.089 0.466 -1.819 0.09
H 0.173 1.829 -1.146 0.06
C 0.461 -0.647 2.371 -0.07
C 0.020 0.556 1.726 -0.28
N -0.324 1.508 1.189 0.16
H 1.008 -1.241 1.638 0.08
H 1.107 -0.403 3.206 0.08
H -0.397 -1.215 2.720 0.09
```

Results
* net charge: 0
* SMILES: COC=O.CC#N
* E_HOMO: -10.79 eV
* HOMO-LUMO gap: 11.7 eV
* energy above the lowest of the compared OMol25 structures with the same formula, charge and spin: 27.8 kcal per mole



(13)
# C4H7NO2

2 unconnected molecules or ions with the total composition C4H7NO2 in a non-equilibrium geometry (wB97M-V/def2-TZVPD, the OMol25 dataset).

```
14
Properties=species:S:1:pos:R:3:lowdin_charge:R:1
C -1.478 0.182 -0.466 -0.09
C -0.882 -1.209 -0.491 -0.07
C -0.031 -0.047 -0.418 -0.24
C 1.123 0.194 1.720 0.19
N 0.923 0.634 -1.157 -0.42
O 0.919 1.881 -1.152 0.04
O 1.755 -0.024 -1.703 0.09
H -1.686 0.646 -1.479 0.14
H -1.979 0.615 0.377 0.10
H -1.127 -1.623 0.517 0.13
H -1.142 -1.724 -1.378 0.10
H 0.437 0.718 2.175 -0.05
H 2.140 0.620 1.480 0.07
H 1.031 -0.861 1.974 0.03
```

Results
* net charge: 0
* E_HOMO (spin up / spin down): -9.40 / -9.42 eV
* HOMO-LUMO gap (spin up / spin down): 8.4 / 8.3 eV
* energy above the lowest of the compared OMol25 structures with the same formula, charge and spin: 198.0 kcal per mole



(14)
# C4H7NO2

A single C4H7NO2 molecule in a non-equilibrium geometry (wB97M-V/def2-TZVPD, the OMol25 dataset).

```
14
Properties=species:S:1:pos:R:3:lowdin_charge:R:1
C -2.276 -0.204 -0.171 0.00
C -0.839 0.170 0.067 -0.50
N -0.315 1.320 0.177 0.17
O -0.063 -0.934 0.155 -0.04
C 1.304 -0.689 0.437 -0.14
C 2.263 0.116 -0.515 -0.20
O 3.261 0.502 0.053 0.01
H -2.688 -0.694 0.717 0.09
H -2.875 0.680 -0.401 0.08
H -2.344 -0.912 -1.002 0.09
H -1.013 2.049 0.071 0.06
H 1.402 -0.140 1.384 0.13
H 1.740 -1.685 0.583 0.13
H 2.442 0.423 -1.555 0.13
```

Results
* net charge: 0
* SMILES: [H]/N=C(\C)OCC=O
* E_HOMO: -9.59 eV
* HOMO-LUMO gap: 10.4 eV
* energy above the lowest of the compared OMol25 structures with the same formula, charge and spin: 48.0 kcal per mole



(15)
# C4H7NO2

A single C4H7NO2 molecule (wB97M-V/def2-TZVPD, the OMol25 dataset).

```
14
Properties=species:S:1:pos:R:3:lowdin_charge:R:1
O -0.967 -0.480 1.676 -0.01
C -0.600 0.199 0.510 -0.31
C -0.138 1.663 0.580 -0.11
O 1.088 1.348 -0.094 -0.06
C 0.800 -0.049 -0.095 -0.34
N 0.939 -0.615 -1.410 0.05
C 0.154 -1.556 -1.719 -0.03
H -0.248 -0.400 2.316 0.10
H -1.406 0.032 -0.208 0.15
H -0.732 2.392 0.017 0.12
H 0.020 2.032 1.602 0.12
H 1.475 -0.600 0.580 0.16
H 0.241 -2.017 -2.704 0.07
H -0.627 -1.948 -1.052 0.09
```

Results
* net charge: 0
* SMILES: C=N[C@H]1OC[C@@H]1O
* E_HOMO: -9.77 eV
* HOMO-LUMO gap: 10.5 eV
* energy above the lowest of the compared OMol25 structures with the same formula, charge and spin: 65.0 kcal per mole



(16)
# C4H7NO2

A single C4H7NO2 molecule (wB97M-V/def2-TZVPD, the OMol25 dataset).

```
14
Properties=species:S:1:pos:R:3:lowdin_charge:R:1
C -2.190 -0.257 0.312 0.07
C -0.872 -0.067 0.417 -0.44
N -0.274 1.205 0.546 0.07
O -0.021 -1.117 0.553 -0.03
C 1.331 -0.840 0.197 -0.15
C 1.345 0.245 -0.858 -0.18
O 0.865 1.450 -0.299 -0.12
H -2.873 0.577 0.203 0.06
H 0.727 -0.069 -1.714 0.13
H -2.598 -1.256 0.396 0.06
H -0.936 1.923 0.270 0.13
H 1.896 -0.518 1.081 0.13
H 1.749 -1.778 -0.179 0.13
H 2.358 0.462 -1.208 0.13
```

Results
* net charge: 0
* SMILES: C=C1NOCCO1
* E_HOMO: -8.21 eV
* HOMO-LUMO gap: 9.2 eV
* energy above the lowest of the compared OMol25 structures with the same formula, charge and spin: 84.3 kcal per mole



(17)
# C4H7NO2

A single C4H7NO2 molecule in a non-equilibrium geometry (wB97M-V/def2-TZVPD, the OMol25 dataset).

```
14
Properties=species:S:1:pos:R:3:lowdin_charge:R:1
C 0.064 1.485 0.272 0.13
C -0.357 0.248 0.027 -0.30
C 0.664 -0.738 -0.368 -0.35
C -1.769 -0.279 0.087 -0.03
N 1.873 1.333 0.065 -0.01
O 1.975 -0.035 -0.134 -0.15
O 0.641 -1.923 0.352 0.01
H -0.308 2.403 0.483 0.05
H 0.407 -1.225 -1.465 0.20
H -1.775 -1.018 0.821 0.06
H -1.806 -0.826 -0.828 0.07
H -2.513 0.566 0.247 0.12
H 1.910 1.869 -0.811 0.07
H 0.993 -1.861 1.251 0.12
```

Results
* net charge: 0
* SMILES: CC1=CNO[C@H]1O
* E_HOMO: -9.10 eV
* HOMO-LUMO gap: 10.0 eV
* energy above the lowest of the compared OMol25 structures with the same formula, charge and spin: 118.6 kcal per mole



(18)
# C4H7NO2

A single C4H7NO2 molecule (wB97M-V/def2-TZVPD, the OMol25 dataset).

```
14
Properties=species:S:1:pos:R:3:lowdin_charge:R:1
C -1.639 -0.940 -0.139 -0.03
C -0.312 -0.298 -0.481 -0.35
C -0.022 1.095 0.076 -0.13
N 1.426 0.998 0.037 0.09
C 1.804 -0.301 0.319 -0.56
O 2.873 -0.715 0.678 0.11
O 0.719 -1.099 0.118 0.05
H -1.687 -0.983 0.950 0.09
H -1.701 -1.971 -0.502 0.09
H -2.513 -0.389 -0.502 0.09
H -0.085 -0.230 -1.552 0.15
H -0.424 1.242 1.093 0.13
H -0.427 1.861 -0.589 0.13
H 2.061 1.747 0.259 0.15
```

Results
* net charge: 0
* SMILES: C[C@H]1CNC(=O)O1
* E_HOMO: -10.08 eV
* HOMO-LUMO gap: 10.9 eV
* energy above the lowest of the compared OMol25 structures with the same formula, charge and spin: 2.5 kcal per mole



(19)
# C4H7NO2

3 unconnected molecules or ions with the total composition C4H7NO2 in a non-equilibrium geometry (wB97M-V/def2-TZVPD, the OMol25 dataset).

```
14
Properties=species:S:1:pos:R:3:lowdin_charge:R:1
C -1.225 -1.213 0.183 -0.07
C -0.962 -1.149 -1.294 -0.31
C 0.479 2.155 0.085 -0.11
N 0.672 1.505 1.159 0.00
C 2.625 -0.671 0.737 0.00
O 2.032 -1.515 0.260 0.01
O -0.342 -0.274 -1.855 0.01
H -0.664 -0.442 0.720 0.04
H -0.961 -2.209 0.558 0.08
H -2.302 -1.084 0.356 0.09
H -1.399 -1.978 -1.891 0.12
H -0.113 1.690 -0.704 0.04
H 0.892 3.151 -0.118 0.07
H 1.267 2.032 1.802 0.04
```

Results
* net charge: 0
* E_HOMO: -9.85 eV
* HOMO-LUMO gap: 11.0 eV
* energy above the lowest of the compared OMol25 structures with the same formula, charge and spin: 52.6 kcal per mole



(20)
# C4H7NO2

A single C4H7NO2 molecule (wB97M-V/def2-TZVPD, the OMol25 dataset).

```
14
Properties=species:S:1:pos:R:3:lowdin_charge:R:1
C 0.353 1.755 -0.068 -0.02
C 0.226 0.260 -0.079 -0.29
N 1.224 -0.524 0.082 0.04
O 2.396 0.187 0.280 -0.05
C -1.075 -0.423 -0.368 -0.26
C -1.328 -1.755 0.169 -0.12
O -2.025 -0.622 0.675 -0.03
H 1.138 2.069 -0.765 0.08
H -0.588 2.243 -0.329 0.08
H 0.669 2.091 0.925 0.09
H 3.065 -0.508 0.325 0.10
H -1.558 -0.123 -1.300 0.15
H -1.893 -2.481 -0.415 0.11
H -0.605 -2.168 0.867 0.11
```

Results
* net charge: 0
* SMILES: C/C(=N\O)[C@H]1CO1
* E_HOMO: -9.88 eV
* HOMO-LUMO gap: 10.8 eV
* energy above the lowest of the compared OMol25 structures with the same formula, charge and spin: 83.0 kcal per mole